{"formula": "C43H76FI2N5O10", "method": "ωB97M-V/def2-TZVPD", "largest_force_ev_per_a": 2.41, "smiles": "CCOc1c(CCF)c(/C(I)=C(/C)I)c(CCC(=O)O)c2c1C(=O)C=C(CCCCN(C)C(C)=O)C2=O.COC[C@@H](C)N.COC[C@@H](C)N.COC[C@@H](C)N.COC[C@@H](C)N", "e_tot_ha": -3405.25491, "homo_ev": -8.91, "homo_lumo_gap_ev": 8.10, "elements": ["C", "C", "H", "C", "H", "C", "C", "N", "H", "H", "H", "H", "H", "H", "H", "F", "O", "H", "H", "H", "H", "H", "H", "C", "I", "C", "C", "H", "C", "H", "H", "H", "N", "C", "H", "H", "H", "H", "H", "H", "C", "H", "C", "C", "O", "C", "H", "H", "N", "C", "H", "H", "C", "H", "O", "H", "H", "H", "H", "C", "H", "C", "H", "H", "C", "H", "C", "H", "H", "H", "C", "C", "H", "H", "C", "C", "O", "H", "H", "H", "H", "H", "H", "H", "H", "C", "H", "H", "H", "H", "O", "H", "H", "C", "N", "C", "O", "H", "C", "C", "C", "H", "O", "N", "H", "H", "H", "C", "H", "C", "C", "C", "H", "C", "C", "H", "C", "H", "C", "H", "H", "O", "H", "O", "H", "I", "C", "H", "C", "C", "H", "H", "O", "C", "H", "C", "H"], "coordinates": [[-4.923, 7.811, -0.310], [-4.205, 9.109, -0.669], [-4.732, -3.317, -0.590], [0.654, -5.130, 1.044], [-1.322, -0.028, 3.990], [-1.720, -1.084, 3.950], [-2.290, 7.631, 1.460], [-3.125, -2.579, 0.617], [-1.871, 7.910, 0.491], [-5.059, 2.441, 3.965], [7.003, -1.953, 1.947], [-3.422, -0.647, 1.368], [-3.146, 8.957, -0.883], [-5.415, 8.881, -4.648], [-3.993, -1.815, -1.220], [5.076, -0.086, -1.977], [8.707, -5.499, -4.190], [-6.882, 6.159, -7.517], [5.689, 0.143, 2.078], [-5.998, 8.009, -0.374], [8.812, -7.138, -1.239], [-4.770, 6.634, -4.334], [6.236, -0.221, 0.411], [0.648, -1.917, 4.161], [0.117, -4.126, -2.496], [-1.660, -1.544, 2.434], [5.259, -1.500, -1.870], [9.831, -4.813, -5.743], [-2.628, 3.096, 4.594], [-2.329, 2.281, 5.262], [-4.856, 1.879, 5.451], [5.865, -2.767, 0.823], [-4.586, 6.790, -1.310], [9.168, -6.330, -1.887], [-1.153, -2.976, 4.894], [3.929, -3.128, -2.410], [-3.658, 3.794, 1.985], [1.399, -6.656, -3.217], [-2.764, -1.060, 4.348], [-0.031, -5.194, 0.156], [-0.730, -1.932, 4.878], [-2.595, 8.523, 2.014], [1.084, -3.251, 3.460], [-4.298, -2.329, -0.266], [-2.713, 2.511, 3.303], [-5.977, 8.154, -5.243], [-3.827, 3.852, 6.193], [2.721, -5.802, -4.116], [-7.249, 7.891, -4.562], [10.692, -6.335, -1.813], [-1.821, 3.838, 4.629], [-5.359, 8.859, -7.204], [2.804, -0.950, 3.266], [11.020, -6.415, -0.775], [1.984, -7.698, 3.242], [11.133, -5.421, -2.214], [5.375, -2.343, 2.564], [7.547, -6.813, -3.206], [-4.649, 9.551, -1.563], [1.132, -7.252, 2.514], [-3.814, -1.919, 2.599], [8.617, -6.602, -3.299], [-5.106, 5.505, 5.076], [-4.212, 7.052, -5.945], [-4.329, 5.012, 4.486], [-0.264, -7.148, 3.814], [3.836, -2.154, -1.850], [-6.629, 9.825, -6.451], [-4.289, 9.840, 0.139], [10.470, -6.286, -4.992], [-4.633, 7.322, 1.120], [2.853, -5.485, -1.942], [2.574, -6.274, 1.241], [5.919, -1.778, -1.017], [1.464, -0.832, 4.069], [1.615, -3.897, 0.944], [-2.516, -4.754, 0.299], [-3.632, 6.486, -1.124], [7.654, -5.100, -1.306], [-2.267, 2.918, 1.355], [1.130, 0.107, 4.564], [-3.537, -3.949, 3.190], [1.189, -7.141, 0.344], [-1.998, 4.284, 2.453], [-7.051, 7.552, -3.623], [5.514, -0.548, 1.217], [-4.723, 4.900, 3.475], [10.614, -4.698, -4.170], [-7.028, 8.273, -7.161], [-5.104, 6.067, -7.737], [4.180, -0.384, 0.666], [-6.065, 4.600, -7.473], [-1.201, -2.564, 2.304], [2.475, -6.364, -3.176], [-5.066, 2.735, 4.940], [-2.656, 3.440, 2.232], [-5.812, 5.732, -5.799], [-5.361, 6.539, 1.360], [1.806, -3.031, 2.090], [-6.264, 8.805, -6.593], [3.397, -1.516, 0.735], [5.760, -1.807, -2.825], [-0.201, -7.491, 2.901], [8.670, -5.059, -1.349], [-3.468, 5.684, 4.444], [3.106, -1.537, -2.452], [-3.366, -5.584, 2.460], [-3.954, 3.676, 5.120], [11.109, -7.184, -2.360], [2.692, -1.849, 1.985], [2.019, -4.510, -1.504], [3.207, -2.388, -0.443], [-1.503, 7.125, 2.023], [-3.103, -1.649, 1.771], [2.317, -3.561, -0.314], [-7.679, 7.091, -5.022], [-3.101, -3.972, 1.022], [-4.783, 8.120, 1.858], [5.917, -2.004, 1.637], [9.072, -7.496, -3.744], [-0.717, -1.571, 5.934], [-3.360, 6.716, 1.290], [3.096, -7.292, -3.133], [0.899, -4.334, 3.962], [-5.143, 5.958, -1.128], [4.729, -5.764, -0.920], [-3.806, -4.565, 2.287], [-1.056, -0.832, 1.804], [-5.114, 6.883, -5.343], [9.979, -5.330, -4.793], [-4.920, -4.628, 2.202], [8.852, -4.342, -2.049], [3.824, -0.422, 3.633], [-5.966, 5.654, -7.206], [-5.087, -1.689, 0.207], [1.478, -6.482, 1.206], [-0.026, -5.054, 1.933]], "forces_ev_per_angstrom": [[0.403, 0.057, -0.002], [-0.091, 0.216, -0.071], [0.238, 1.031, 0.378], [0.175, 0.024, 0.095], [-0.704, -0.906, -0.050], [1.213, 0.665, -0.038], [0.167, -0.318, -0.065], [-1.041, -0.055, 1.505], [0.037, 0.211, 0.052], [-0.080, 0.106, 0.046], [-1.044, 0.043, -0.390], [0.374, -0.909, 0.557], [-0.040, -0.075, 0.052], [0.030, -0.125, 0.064], [-0.104, -0.396, 0.986], [0.623, -1.158, 0.387], [0.138, -0.324, 0.016], [0.081, 0.091, -0.194], [-0.608, -0.606, -0.657], [0.010, -0.101, 0.078], [-0.099, 0.022, -0.078], [-0.108, -0.027, -0.025], [-0.893, -0.231, 0.668], [0.384, -0.260, 0.041], [1.078, -0.079, 0.475], [-0.832, -0.123, -0.537], [-0.984, 0.269, -1.244], [-0.074, -0.061, 0.047], [-0.009, -0.238, 0.218], [-0.050, -0.035, -0.077], [-0.106, 0.076, 0.072], [-0.240, 0.611, 0.669], [-0.129, -0.160, 0.185], [0.238, 0.241, -0.223], [0.760, 0.822, 0.087], [-0.229, 0.892, 0.835], [0.086, 0.258, -0.038], [0.849, 0.404, 0.326], [0.818, -0.214, -0.286], [0.847, 0.161, 0.845], [-0.745, -0.320, -1.098], [-0.049, 0.015, -0.071], [0.655, 1.346, -0.620], [-0.156, -0.263, -1.149], [0.220, 0.195, 0.166], [-0.180, -0.203, -0.315], [0.061, -0.110, -0.022], [-0.171, -0.512, 0.797], [0.134, -0.143, 0.165], [0.155, -0.151, 0.140], [-0.069, 0.106, -0.094], [-0.032, -0.023, 0.007], [-1.184, -0.494, -0.315], [-0.068, 0.045, -0.048], [-0.090, 0.585, -0.697], [-0.095, -0.015, -0.033], [0.336, 0.223, -1.135], [0.021, 0.106, -0.025], [0.015, -0.080, 0.034], [0.538, -0.577, 0.967], [0.250, 0.106, -0.834], [-0.320, -0.029, 0.121], [0.020, -0.096, -0.015], [-0.085, 0.042, -0.156], [-0.047, 0.221, 0.123], [0.138, -0.547, -0.392], [0.208, -0.017, 0.429], [-0.015, -0.082, 0.038], [0.020, -0.026, -0.022], [0.008, -0.007, 0.091], [-0.248, -0.239, -0.026], [-1.875, 0.532, -0.551], [-0.961, -0.469, -0.100], [-0.677, 0.479, -0.562], [-0.408, -1.165, -0.437], [0.423, 1.067, 0.125], [-0.532, 0.518, 0.387], [-0.028, 0.094, -0.112], [0.043, 0.016, 0.073], [0.033, -0.037, 0.104], [0.817, -0.623, -0.389], [-0.486, -0.542, -0.765], [0.597, 0.428, 0.727], [-0.100, 0.039, 0.057], [0.003, 0.122, -0.005], [1.689, -0.323, -0.222], [0.086, -0.065, 0.018], [0.191, -0.113, -0.034], [0.042, -0.055, 0.070], [-0.029, 0.082, 0.027], [-0.135, -1.242, 0.394], [0.050, 0.034, 0.080], [-0.263, 0.850, 0.317], [1.180, -0.205, 0.399], [0.218, -0.182, 0.053], [-0.148, -0.298, -0.209], [0.269, 0.186, -0.169], [0.090, -0.033, -0.022], [0.983, 0.832, -1.172], [0.053, 0.240, -0.076], [-1.552, -1.794, 0.436], [-0.317, 0.287, 0.840], [0.528, 1.477, -0.887], [-0.187, -0.074, -0.103], [-0.024, -0.027, -0.054], [0.952, -0.379, 0.522], [-0.571, 0.987, -0.391], [-0.072, 0.063, -0.387], [-0.011, 0.039, -0.003], [-0.455, -0.777, -0.897], [1.188, 0.442, 0.750], [-1.172, -1.013, 1.062], [-0.096, -0.022, 0.010], [0.463, 0.899, 0.413], [-0.407, 0.539, 1.242], [-0.026, 0.127, -0.025], [0.327, -1.100, -0.647], [0.103, 0.092, -0.058], [0.644, 0.432, 0.815], [0.151, 0.052, 0.006], [0.169, -0.065, -0.929], [-0.153, 0.274, 0.125], [-0.534, 0.704, -0.249], [-0.196, 0.438, -0.309], [-0.044, 0.059, -0.124], [-0.904, -0.015, -0.631], [0.878, 0.483, 0.613], [-0.426, -0.799, 0.748], [0.084, -0.028, 0.418], [-0.178, 0.311, -0.066], [0.937, 0.212, -0.090], [0.070, -0.019, 0.106], [-0.491, -0.049, -0.219], [-0.231, -0.247, 0.162], [0.597, -0.710, -0.152], [-1.188, -0.036, 0.113], [0.714, 0.219, -0.884]], "lowdin_charge": [-0.43, -0.07, 0.10, -0.13, 0.10, -0.17, -0.10, -0.13, 0.08, 0.07, 0.10, 0.13, 0.07, 0.13, 0.09, -0.08, -0.19, 0.07, 0.12, 0.14, 0.14, 0.11, 0.12, -0.14, 0.92, -0.14, -0.15, 0.09, -0.21, 0.11, 0.07, 0.06, 0.04, -0.43, 0.11, 0.09, 0.07, 0.04, 0.11, 0.05, -0.13, 0.09, -0.27, -0.07, -0.21, -0.43, 0.14, 0.09, 0.04, -0.07, 0.12, 0.08, -0.27, 0.08, 0.10, 0.06, 0.08, 0.11, 0.07, -0.46, 0.10, -0.21, 0.08, 0.12, -0.07, 0.12, -0.11, 0.07, 0.08, 0.09, -0.20, -0.73, 0.08, 0.09, 0.07, -0.08, 0.05, 0.07, -0.02, 0.09, 0.13, 0.07, 0.13, 0.09, 0.06, -0.21, 0.06, 0.07, 0.06, 0.09, -0.07, 0.09, 0.10, -0.18, 0.04, -0.10, -0.19, 0.12, 0.00, -0.07, -0.16, 0.12, 0.04, 0.04, 0.08, 0.14, 0.09, -0.43, 0.08, 0.03, -0.69, -0.06, 0.08, -0.20, -0.20, 0.07, -0.46, 0.12, -0.07, 0.12, 0.12, -0.21, 0.06, 0.11, 0.08, 0.96, 0.01, 0.13, -0.21, -0.11, 0.09, 0.07, 0.11, -0.11, 0.09, -0.07, 0.10]}